Entry from the OMol25 dataset: C21H36HgP2 as an isolated structure in a non-equilibrium geometry (the ωB97M-V functional and the def2-TZVPD basis).

Each line ends with the natural charge from an NBO analysis.
Positions of all 60 atoms, in Å:
P (1.260, 1.969, -0.337)  1.093
P (-2.069, 0.705, -1.014)  1.644
C (0.293, 2.076, -1.909)  -0.735
C (-1.234, 2.112, -1.865)  -0.742
H (0.647, 1.266, -2.566)  0.227
H (0.625, 3.021, -2.365)  0.222
H (-1.621, 3.031, -1.390)  0.235
H (-1.610, 2.115, -2.903)  0.249
C (-2.804, 0.029, -2.744)  -1.015
H (-3.445, -0.848, -2.561)  0.207
H (-1.987, -0.242, -3.433)  0.196
H (-3.413, 0.826, -3.192)  0.192
C (-3.856, 1.125, -0.690)  -0.961
H (-4.251, 1.703, -1.529)  0.228
H (-3.999, 1.731, 0.209)  0.210
H (-4.433, 0.202, -0.583)  0.242
C (2.950, 2.110, -1.042)  -1.000
H (3.664, 2.116, -0.210)  0.257
H (3.080, 3.023, -1.622)  0.224
H (3.128, 1.248, -1.705)  0.213
C (1.060, 3.737, 0.209)  -0.949
H (0.008, 4.059, 0.158)  0.233
H (1.664, 4.375, -0.458)  0.219
H (1.421, 3.839, 1.244)  0.237
Hg (3.334, -0.463, 0.035)  1.197
C (-2.275, -1.668, 0.381)  -0.108
C (-1.575, -1.047, -0.712)  -0.609
C (-0.037, -0.925, -0.420)  -0.429
C (0.208, -0.175, 0.905)  -0.468
C (-0.279, 1.265, 0.950)  -0.361
C (-1.738, 1.274, 0.755)  -0.618
C (-2.400, 0.457, 1.884)  -0.399
C (-2.498, -1.104, 1.687)  -0.484
C (4.952, 0.495, 1.132)  -1.214
H (-2.579, -2.705, 0.232)  0.195
H (-1.643, -1.681, -1.616)  0.245
H (0.511, -0.468, -1.270)  0.186
H (0.408, -1.925, -0.343)  0.254
H (-0.187, -0.796, 1.699)  0.221
H (1.277, -0.182, 1.135)  0.198
H (0.005, 1.765, 1.882)  0.196
H (-2.129, 2.298, 0.794)  0.213
H (-3.405, 0.842, 2.095)  0.214
H (-1.830, 0.612, 2.812)  0.205
H (-1.829, -1.586, 2.438)  0.215
H (-3.525, -1.388, 2.016)  0.223
H (5.272, -0.147, 1.968)  0.217
H (4.608, 1.455, 1.538)  0.198
H (5.799, 0.649, 0.446)  0.212
C (0.689, -4.506, 1.025)  -0.244
C (1.490, -4.453, -0.126)  -0.227
C (2.451, -3.422, -0.286)  -0.273
C (2.488, -2.381, 0.645)  -0.439
C (1.839, -2.531, 1.873)  -0.284
C (0.874, -3.552, 2.037)  -0.214
H (-0.065, -5.292, 1.147)  0.215
H (1.343, -5.198, -0.920)  0.212
H (3.105, -3.422, -1.165)  0.206
H (1.991, -1.822, 2.695)  0.211
H (0.271, -3.603, 2.953)  0.211

For the energy above the lowest of the compared OMol25 structures with the same formula, charge and spin, the calculation gives 62.8 kcal/mol. As for the HOMO-LUMO gap (alpha / beta): 6.228 / 6.323 eV. For the molar mass, the calculation gives 551.06 g/mol. Its multiplicity is 1.